Record 1
A 2-piece molecular cluster, C4H9N2O overall in a non-equilibrium geometry. Source: OMol25; level of theory: ωB97M-V/def2-TZVPD.

Results
Net charge: +1
Energy above the lowest of the compared OMol25 structures with the same formula, charge and spin: 290.4 kJ/mol
Spin multiplicity: 1
E_HOMO: -13.42 eV

Element x y z (Å)
C -0.551 -2.474 1.005
C 0.158 -1.268 0.726
C 1.590 -1.118 0.568
N 1.813 0.019 -0.196
C 0.601 0.572 -0.571
N -0.350 -0.022 0.351
H -0.461 -2.849 2.039
H -1.634 -2.371 0.748
H -0.183 -3.454 0.373
H 2.303 -1.558 1.114
H 2.534 -0.079 -0.992
H 0.367 1.032 -1.532
H -1.313 0.186 0.525
H -2.430 3.746 -0.569
H -2.488 4.093 -2.063
O -2.215 3.375 -1.387

Löwdin population analysis, charges in e, atoms 1 to 4: atom 1 (C): -0.0381, atom 2 (C): -0.2553, atom 3 (C): 0.0150, atom 4 (N): 0.0702

Record 2
A 2-piece molecular cluster, C11H15N overall in a non-equilibrium geometry. Source: OMol25; level of theory: ωB97M-V/def2-TZVPD.

Results
Net charge: +1
Energy above the lowest of the compared OMol25 structures with the same formula, charge and spin: 49.6 kJ/mol
<S²>: 0.775
Spin multiplicity: 2
E_HOMO (spin up / spin down): -13.19 / -13.58 eV

Element x y z (Å)
C 2.921 -2.772 0.974
C 3.782 -4.029 1.175
H 2.464 -2.507 1.942
H 3.558 -1.929 0.662
H 2.171 -2.923 0.201
H 4.829 -3.807 0.992
H 3.511 -4.849 0.497
H 3.756 -4.427 2.197
C -2.864 3.079 1.158
C -1.369 1.463 -0.234
C -2.499 2.290 -0.048
C -1.387 0.923 -1.542
C -3.212 2.208 -1.245
C 0.699 0.290 0.201
C 0.745 -0.066 -1.145
C -0.346 1.033 0.656
C -0.334 0.136 -2.016
N -2.587 1.384 -2.121
H 1.466 -0.096 0.875
H 1.585 -0.659 -1.490
H -0.456 1.254 1.717
H -0.307 -0.275 -3.032
H -2.259 3.968 1.350
H -3.164 2.452 2.015
H -4.142 2.726 -1.489
H -2.766 1.544 -3.103
H -3.794 3.590 0.853

Löwdin population analysis, charges in e, atoms 1 to 4: atom 1 (C): -0.1871, atom 2 (C): -0.1656, atom 3 (H): 0.0646, atom 4 (H): 0.0612

Record 3
A 2-piece molecular cluster, C3H8BrOPS overall in a non-equilibrium geometry. Source: OMol25; level of theory: ωB97M-V/def2-TZVPD.

Results
Energy above the lowest of the compared OMol25 structures with the same formula, charge and spin: 216.8 kJ/mol
Spin multiplicity: 1
SMILES: CCP(S)Br.C=O
E_HOMO: -8.77 eV

Element x y z (Å)
C -0.320 -1.515 -0.300
C 2.077 0.461 2.084
C -0.689 -0.088 -0.496
O 2.165 0.589 0.920
P -1.964 0.442 0.712
S -2.046 2.284 -0.196
Br -3.719 -0.607 0.198
H -1.128 -2.082 -0.704
H 0.496 -1.889 -0.928
H -0.011 -1.729 0.768
H 2.325 1.302 2.776
H -2.819 2.897 0.822
H 1.876 -0.653 2.344
H -1.069 -0.064 -1.566
H 0.176 0.599 -0.436

Löwdin population analysis, charges in e, atoms 1 to 4: atom 1 (C): -0.2231, atom 2 (C): -0.1595, atom 3 (C): -0.6444, atom 4 (O): -0.0190

Record 4
A 2-piece molecular cluster, C5H10NO overall in a non-equilibrium geometry. Source: OMol25; level of theory: ωB97M-V/def2-TZVPD.

Results
Net charge: +1
Energy above the lowest of the compared OMol25 structures with the same formula, charge and spin: 369.5 kJ/mol
Spin multiplicity: 1
E_HOMO: -14.50 eV

Element x y z (Å)
C -0.424 2.213 -0.207
C -3.180 -0.273 0.282
C 0.273 1.284 -0.160
C 2.535 -0.101 -0.064
C 0.996 0.120 0.258
N 0.309 -1.106 -0.197
O -2.358 -0.384 -0.575
H -0.890 3.171 -0.359
H -4.077 0.356 0.068
H -3.027 -0.944 1.104
H 2.927 0.865 0.065
H 2.947 -1.025 0.392
H 2.634 -0.272 -1.096
H 0.909 0.156 1.406
H 0.609 -1.367 -1.126
H -0.795 -0.897 -0.249
H 0.612 -1.796 0.461

Löwdin population analysis, charges in e, atoms 1 to 4: atom 1 (C): 0.1650, atom 2 (C): -0.0450, atom 3 (C): -0.1167, atom 4 (C): 0.0042

Record 5
One molecule with the formula C4H8N2. Source: OMol25; level of theory: ωB97M-V/def2-TZVPD.

Results
Energy above the lowest of the compared OMol25 structures with the same formula, charge and spin: 450.2 kJ/mol
Spin multiplicity: 1
E_HOMO (spin up / spin down): -7.13 / -7.12 eV

Element x y z (Å)
C -0.046 2.125 0.747
N 0.290 0.705 0.608
C -0.254 -0.698 -0.751
C 0.509 -1.950 -0.990
C -0.806 -0.353 0.536
N -1.763 -0.731 1.180
H -0.976 2.328 0.208
H 0.755 2.749 0.342
H -0.212 2.409 1.798
H 1.105 0.439 1.157
H -0.613 -0.156 -1.627
H -0.175 -2.677 -1.460
H 1.330 -1.793 -1.692
H 0.856 -2.399 -0.056

Löwdin population analysis, charges in e, atoms 1 to 4: atom 1 (C): -0.0995, atom 2 (N): -0.0150, atom 3 (C): 0.0065, atom 4 (C): -0.0645

Record 6
A 3-piece molecular cluster, C5H7NO overall in a non-equilibrium geometry. Source: OMol25; level of theory: ωB97M-V/def2-TZVPD.

Results
Energy above the lowest of the compared OMol25 structures with the same formula, charge and spin: 521.4 kJ/mol
Spin multiplicity: 1
SMILES: C1=CC1.C#N.C=O
E_HOMO: -9.28 eV

Element x y z (Å)
C -1.423 -0.442 0.391
C -0.992 0.426 -0.758
C 0.672 1.525 0.138
O 1.058 0.942 1.140
C 1.882 -1.251 0.587
N 1.335 -1.729 -0.311
C -0.814 -0.864 -0.880
H -0.817 -0.375 1.304
H -2.472 -0.702 0.543
H -1.302 1.233 -1.395
H -0.039 2.361 0.225
H 1.185 1.445 -0.838
H 2.472 -0.899 1.402
H -0.761 -1.678 -1.576

Löwdin population analysis, charges in e, atoms 1 to 4: atom 1 (C): -0.1238, atom 2 (C): -0.1584, atom 3 (C): -0.2283, atom 4 (O): -0.1049

Record 7
One molecule with the formula C2H4BrNO in a non-equilibrium geometry. Source: OMol25; level of theory: ωB97M-V/def2-TZVPD.

Results
Energy above the lowest of the compared OMol25 structures with the same formula, charge and spin: 167.1 kJ/mol
Spin multiplicity: 1
SMILES: [H]/N=C(\Br)OC
E_HOMO: -10.15 eV

Element x y z (Å)
C -0.912 -0.292 0.045
C 1.089 0.794 -0.023
N -0.417 -1.419 0.151
O -0.307 0.915 -0.071
Br -2.791 0.147 -0.017
H 1.357 0.281 -1.002
H 1.420 0.036 0.698
H 1.333 1.837 -0.192
H -0.772 -2.299 0.411

Löwdin population analysis, charges in e, atoms 1 to 4: atom 1 (C): -0.8981, atom 2 (C): -0.0941, atom 3 (N): 0.1368, atom 4 (O): -0.2000

Record 8
One molecule with the formula C5H6ClFO in a non-equilibrium geometry. Source: OMol25; level of theory: ωB97M-V/def2-TZVPD.

Results
Energy above the lowest of the compared OMol25 structures with the same formula, charge and spin: 89.2 kJ/mol
Spin multiplicity: 1
SMILES: F[C@H]1CO[C@H]2C[C@]21Cl
E_HOMO: -9.80 eV

Element x y z (Å)
C 0.177 1.109 -0.456
C 1.359 0.218 -0.855
C -0.233 -1.177 0.050
C -0.737 -0.577 1.335
C -0.897 0.166 0.001
H -0.186 1.758 -1.268
H 2.277 0.542 -0.310
H 1.619 0.068 -1.904
H -0.804 -2.073 -0.292
H 0.021 -0.194 2.024
H -1.613 -0.964 1.875
O 1.098 -1.120 -0.377
F 0.487 1.920 0.688
Cl -2.567 0.324 -0.509

Löwdin population analysis, charges in e, atoms 1 to 4: atom 1 (C): -0.2321, atom 2 (C): -0.0852, atom 3 (C): -0.3008, atom 4 (C): -0.0455